[1]
{
  "formula": "C20H23N4O2SSbSe4Y",
  "method": "ωB97M-V with the def2-TZVPD basis set",
  "e_above_lowest_ev": 2.315,
  "largest_force_ev_per_a": 4.157,
  "e_lumo_ha": [0.1405, 0.1404],
  "orbital_gap_ev": [3.31, 4.72],
  "spin_multiplicity": 2,
  "charge": -2,
  "symbols": ["Y", "O", "N", "C", "C", "C", "C", "C", "S", "H", "H", "H", "H", "Se", "Sb", "Se", "Se", "Se", "C", "N", "C", "C", "C", "C", "C", "C", "C", "C", "H", "H", "H", "H", "H", "H", "H", "H", "H", "H", "H", "H", "H", "N", "C", "O", "C", "C", "C", "C", "N", "C", "H", "H", "H", "H", "H", "H"],
  "coordinates": [[-1.287, -1.546, 0.069], [-3.107, -2.109, 0.936], [-3.272, -1.629, 2.168], [-4.490, -1.137, 2.491], [-4.771, -0.674, 3.743], [-3.758, -0.719, 4.706], [-2.522, -1.202, 4.366], [-2.232, -1.661, 3.061], [-0.693, -2.210, 2.591], [-5.193, -1.156, 1.672], [-5.754, -0.282, 3.959], [-3.948, -0.366, 5.712], [-1.708, -1.235, 5.074], [2.593, -4.447, -3.803], [2.679, -4.358, -1.336], [-1.044, -3.987, -0.728], [0.808, -2.603, -0.528], [4.654, -2.913, -0.787], [4.479, 1.050, -0.109], [3.122, 0.872, 0.458], [3.011, -0.394, 1.234], [2.043, 0.956, -0.600], [0.788, 1.460, 0.058], [0.772, 2.837, 0.306], [-0.335, 3.448, 0.866], [-1.446, 2.671, 1.152], [-1.410, 1.310, 0.885], [-0.305, 0.627, 0.350], [5.207, 1.017, 0.701], [4.514, 2.007, -0.627], [4.657, 0.224, -0.803], [2.925, 1.647, 1.090], [3.325, -1.208, 0.577], [1.974, -0.522, 1.542], [3.674, -0.331, 2.097], [1.951, -0.028, -1.057], [2.389, 1.650, -1.367], [1.619, 3.450, 0.000], [-0.351, 4.520, 1.031], [-2.341, 3.127, 1.565], [-2.340, 0.777, 1.106], [2.036, -0.822, -3.668], [1.347, 0.333, -3.519], [1.947, 1.426, -3.576], [-0.073, 0.267, -3.178], [-0.775, 1.505, -2.943], [-2.022, 1.463, -2.385], [-2.582, 0.234, -2.011], [-1.936, -0.969, -2.248], [-0.752, -0.917, -2.864], [3.039, -0.783, -3.730], [1.645, -1.752, -3.669], [-0.278, 2.433, -3.186], [-2.578, 2.375, -2.195], [-3.565, 0.168, -1.555], [-0.330, -1.891, -3.093]]
}

***

[2]
{
  "formula": "C20H23N5O2S2",
  "method": "ωB97M-V with the def2-TZVPD basis set",
  "e_above_lowest_ev": 0.000,
  "largest_force_ev_per_a": 1.080,
  "e_lumo_ha": 0.0218,
  "orbital_gap_ev": 8.94,
  "spin_multiplicity": 1,
  "charge": 0,
  "smiles": "CC1CCN(C(=O)Cn2c(SCC(=O)Nc3nccs3)nc3ccccc32)CC1",
  "symbols": ["C", "C", "C", "C", "N", "C", "O", "C", "N", "C", "S", "C", "C", "O", "N", "C", "N", "C", "C", "S", "N", "C", "C", "C", "C", "C", "C", "C", "C", "H", "H", "H", "H", "H", "H", "H", "H", "H", "H", "H", "H", "H", "H", "H", "H", "H", "H", "H", "H", "H", "H", "H"],
  "coordinates": [[1.089, -0.019, 2.878], [0.812, -0.981, 1.728], [1.553, -0.537, 0.458], [1.785, -1.734, -0.479], [0.754, -2.730, -0.309], [-0.193, -3.103, -1.185], [-0.941, -4.040, -0.981], [-0.318, -2.303, -2.494], [-0.485, -0.891, -2.286], [-1.379, -0.297, -1.446], [-2.464, -1.236, -0.464], [-3.568, 0.077, 0.171], [-2.983, 0.796, 1.372], [-3.362, 0.608, 2.509], [-2.008, 1.679, 1.049], [-1.366, 2.423, 1.998], [-0.409, 3.247, 1.729], [0.039, 3.850, 2.858], [-0.583, 3.478, 4.004], [-1.809, 2.303, 3.685], [-1.318, 1.013, -1.460], [-0.328, 1.328, -2.358], [0.165, 2.567, -2.746], [1.183, 2.578, -3.676], [1.701, 1.399, -4.212], [1.226, 0.159, -3.832], [0.206, 0.136, -2.895], [0.771, -3.381, 0.993], [1.240, -2.408, 2.076], [0.904, 1.005, 2.565], [2.126, -0.096, 3.197], [0.448, -0.243, 3.727], [-0.265, -0.990, 1.529], [0.985, 0.246, -0.044], [2.521, -0.112, 0.727], [2.738, -2.215, -0.228], [1.850, -1.407, -1.515], [-1.194, -2.714, -3.009], [0.562, -2.465, -3.121], [-3.760, 0.767, -0.649], [-4.478, -0.441, 0.469], [-1.683, 1.725, 0.063], [0.838, 4.564, 2.772], [-0.397, 3.819, 5.002], [-0.237, 3.473, -2.325], [1.593, 3.522, -4.002], [2.495, 1.456, -4.941], [1.633, -0.748, -4.256], [1.419, -4.265, 0.955], [-0.249, -3.721, 1.186], [0.810, -2.706, 3.032], [2.327, -2.438, 2.179]]
}

***

[3]
{
  "formula": "C20H23NO6",
  "method": "ωB97M-V with the def2-TZVPD basis set",
  "e_above_lowest_ev": 1.828,
  "largest_force_ev_per_a": 0.736,
  "e_lumo_ha": 0.0280,
  "orbital_gap_ev": 8.63,
  "spin_multiplicity": 1,
  "charge": 0,
  "smiles": "COc1cc(NC(=O)COC(=O)CCOc2ccc(C)cc2)cc(OC)c1",
  "symbols": ["C", "O", "C", "C", "C", "N", "C", "O", "C", "O", "C", "O", "C", "C", "O", "C", "C", "C", "C", "C", "C", "C", "C", "C", "O", "C", "C", "H", "H", "H", "H", "H", "H", "H", "H", "H", "H", "H", "H", "H", "H", "H", "H", "H", "H", "H", "H", "H", "H", "H"],
  "coordinates": [[-3.499, -1.536, 2.552], [-2.136, -1.188, 2.498], [-1.775, -0.125, 1.729], [-0.408, 0.134, 1.663], [0.063, 1.179, 0.885], [1.451, 1.353, 0.828], [2.173, 2.085, -0.049], [1.743, 2.897, -0.836], [3.682, 1.774, 0.044], [3.943, 0.446, -0.411], [3.811, -0.553, 0.449], [3.572, -0.412, 1.626], [3.904, -1.895, -0.238], [2.463, -2.416, -0.323], [1.731, -1.454, -1.047], [0.371, -1.578, -1.149], [-0.381, -2.605, -0.600], [-1.758, -2.608, -0.761], [-2.407, -1.608, -1.465], [-3.895, -1.607, -1.644], [-1.637, -0.589, -2.019], [-0.270, -0.568, -1.865], [-0.816, 1.992, 0.177], [-2.176, 1.730, 0.249], [-3.128, 2.441, -0.414], [-2.712, 3.504, -1.240], [-2.658, 0.678, 1.027], [-3.889, -1.769, 1.558], [-3.551, -2.423, 3.182], [-4.100, -0.739, 3.002], [0.269, -0.500, 2.214], [1.967, 0.733, 1.444], [4.034, 1.893, 1.075], [4.225, 2.437, -0.630], [4.508, -2.583, 0.352], [4.316, -1.768, -1.237], [2.437, -3.389, -0.832], [2.058, -2.531, 0.692], [0.084, -3.405, -0.045], [-2.330, -3.414, -0.323], [-4.150, -1.762, -2.693], [-4.310, -0.647, -1.341], [-4.362, -2.397, -1.060], [-2.124, 0.198, -2.575], [0.330, 0.224, -2.284], [-0.419, 2.790, -0.423], [-3.623, 3.907, -1.682], [-2.043, 3.158, -2.033], [-2.212, 4.287, -0.663], [-3.723, 0.521, 1.048]]
}

***

[4]
{
  "formula": "C20H23NS3",
  "method": "ωB97M-V with the def2-TZVPD basis set",
  "e_above_lowest_ev": 2.097,
  "largest_force_ev_per_a": 6.068,
  "e_lumo_ha": 0.0237,
  "orbital_gap_ev": 9.16,
  "spin_multiplicity": 1,
  "charge": 0,
  "smiles": "c1ccc(C2(CC[C@]3(c4ccccc4)NCCS3)SCCS2)cc1",
  "symbols": ["C", "C", "C", "C", "C", "C", "C", "C", "C", "C", "C", "C", "C", "C", "N", "C", "C", "S", "S", "C", "C", "S", "C", "C", "H", "H", "H", "H", "H", "H", "H", "H", "H", "H", "H", "H", "H", "H", "H", "H", "H", "H", "H", "H", "H", "H", "H"],
  "coordinates": [[0.671, -2.524, 4.321], [0.149, -3.336, 3.438], [-0.602, -2.845, 2.291], [-0.770, -1.448, 2.129], [-1.525, -0.840, 0.980], [-0.623, 0.090, 0.187], [0.776, -0.484, -0.383], [1.626, 0.700, -1.155], [0.694, 1.587, -2.000], [0.016, 1.016, -3.021], [-0.912, 1.749, -3.797], [-1.102, 3.109, -3.586], [-0.408, 3.630, -2.537], [0.543, 2.980, -1.720], [2.616, -0.143, -1.984], [3.977, -0.145, -1.257], [4.260, 1.254, -0.741], [2.654, 1.757, 0.076], [-2.912, 0.316, 1.653], [-4.316, -0.742, 1.470], [-4.078, -1.357, 0.093], [-2.398, -2.085, -0.049], [-0.231, -0.641, 3.140], [0.635, -1.073, 4.175], [1.248, -2.843, 5.197], [0.390, -4.410, 3.537], [-0.870, -3.520, 1.486], [-0.460, 0.911, 0.828], [-1.233, 0.329, -0.725], [0.517, -1.329, -0.998], [1.480, -0.679, 0.413], [-0.003, -0.028, -3.144], [-1.447, 1.413, -4.631], [-1.819, 3.647, -4.297], [-0.593, 4.711, -2.362], [1.143, 3.450, -0.910], [2.715, 0.244, -2.903], [3.840, -0.947, -0.446], [4.803, -0.449, -1.894], [4.477, 1.961, -1.609], [5.094, 1.287, -0.033], [-4.342, -1.458, 2.274], [-5.310, -0.206, 1.363], [-4.209, -0.523, -0.775], [-4.920, -2.068, -0.087], [-0.443, 0.388, 3.136], [1.201, -0.407, 4.861]]
}